(1)
Entry from OMol25: a 3-piece molecular cluster, C2H6NO5 overall (the ωB97M-V functional and the def2-TZVPD basis).

```
14
Properties=species:S:1:pos:R:3
O -2.08975 -1.36701 1.77616
C -0.98289 -0.88748 1.67366
N -0.40527 -0.29664 0.59744
C -0.75173 -0.18034 -0.80109
O -1.20256 -1.20309 -1.34234
O -0.57507 0.95206 -1.29868
H -0.30489 -0.79232 2.55051
H 0.51396 0.02983 0.82302
H 0.96925 -1.85558 -0.26618
H 2.13436 -1.79902 -1.34227
O 1.92217 -1.77495 -0.41674
H -0.15525 3.51378 -0.18597
H 0.32710 2.37379 -1.02185
O 0.60057 3.28697 -0.74566
```

Calculated values
Energy above the lowest of the compared OMol25 structures with the same formula, charge and spin   1.054 eV
Total charge   -1
HOMO level   -5.250 eV
HOMO-LUMO gap   8.9142 eV
Strongest force on any atom   2.13 eV Å⁻¹
DFT total energy   -510.8762 a.u.
LUMO   3.66 eV

Atomic partial charges in e from the Löwdin method, atoms 1 to 8: O 0.005; C -0.384; N 0.093; C -0.736; O -0.012; O -0.041; H 0.121; H 0.115

(2)
Entry from OMol25: a 3-piece molecular cluster, C2H6NO5 overall (the ωB97M-V functional and the def2-TZVPD basis).

```
14
Properties=species:S:1:pos:R:3
O 1.48143 -1.40047 1.15844
C 0.70359 -1.64178 0.24833
N -0.25805 -0.81176 -0.17477
C -0.82571 0.50021 0.34831
O -0.95368 0.60831 1.55969
O -1.06805 1.27182 -0.59297
H 0.81235 -2.59552 -0.29352
H -0.87754 -1.22980 -0.84674
H 1.54771 0.29766 2.42222
H 0.66671 1.41025 2.73247
O 1.58601 1.12872 2.85743
H -1.69534 0.84976 -3.34850
H -0.36873 0.85303 -2.59241
O -0.75070 0.75957 -3.47798
```

Calculated values
Energy above the lowest of the compared OMol25 structures with the same formula, charge and spin   0.801 eV
Total charge   -1
HOMO level   -5.487 eV
HOMO-LUMO gap   9.1408 eV
Strongest force on any atom   1.81 eV Å⁻¹
DFT total energy   -510.8855 a.u.
LUMO   3.65 eV

Atomic partial charges in e from the Löwdin method, atoms 1 to 8: O -0.018; C -0.383; N 0.112; C -0.705; O 0.000; O -0.038; H 0.116; H 0.111

(3)
Entry from OMol25: a 2-piece molecular cluster, C2H6NOS overall (the ωB97M-V functional and the def2-TZVPD basis).

```
11
Properties=species:S:1:pos:R:3
C -2.68640 -0.42293 -0.87049
S -1.36819 0.93456 -1.00420
H -3.53129 -0.31776 -1.56087
H -3.00834 -0.42089 0.16654
H -2.39100 -1.45256 -1.12109
C 1.78782 -0.58265 1.32798
N 1.17331 -0.30778 0.17251
O 2.99639 -0.48455 1.54365
H 1.17021 -0.84960 2.19378
H 1.87817 -0.16188 -0.52103
H 0.14498 -0.31693 0.20099
```

Calculated values
Energy above the lowest of the compared OMol25 structures with the same formula, charge and spin   1.307 eV
Total charge   -1
HOMO level   -2.766 eV
HOMO-LUMO gap   6.7640 eV
Strongest force on any atom   3.07 eV Å⁻¹
DFT total energy   -608.0184 a.u.
LUMO   4.00 eV

Atomic partial charges in e from the Löwdin method, atoms 1 to 8: C -0.674; S 0.038; H -0.026; H -0.036; H -0.018; C -0.465; N 0.085; O -0.075

(4)
Entry from OMol25: a 2-piece molecular cluster, C2H6NP overall (the ωB97M-V functional and the def2-TZVPD basis).

```
10
Properties=species:S:1:pos:R:3
C -2.02632 -0.16908 -0.02040
C 2.19092 -0.78656 0.01590
N 0.73604 1.43876 0.40162
P 0.57864 -0.06782 0.03945
H -2.21075 -1.18404 -0.34286
H -2.31245 0.10063 0.97589
H -2.12670 0.55415 -0.81555
H 2.34360 -1.83809 -0.11625
H 2.89412 -0.07690 -0.38214
H -0.06710 2.02896 0.24434
```

Calculated values
Energy above the lowest of the compared OMol25 structures with the same formula, charge and spin   3.272 eV
Total charge   0
HOMO level (alpha / beta)   -7.770 / -8.562 eV
HOMO-LUMO gap (alpha / beta)   6.2778 / 8.0764 eV
Strongest force on any atom   2.32 eV Å⁻¹
DFT total energy   -475.7369 a.u.
LUMO (alpha / beta)   -1.49 / -0.49 eV

Atomic partial charges in e from the Löwdin method, atoms 1 to 8: C -0.050; C -0.264; N -0.303; P 0.776; H -0.020; H -0.013; H -0.015; H -0.038

(5)
Entry from OMol25: a 2-piece molecular cluster, C2H6NP overall (the ωB97M-V functional and the def2-TZVPD basis).

```
10
Properties=species:S:1:pos:R:3
C 1.36934 0.09755 -0.00766
C 0.36407 -0.78216 0.45312
N -1.19554 0.11962 -0.74416
P -2.38268 0.52631 0.17948
H 0.90041 0.89353 -0.62421
H 1.70193 0.63348 0.81402
H 2.24644 -0.30808 -0.56194
H -0.04870 -0.61490 1.41727
H 0.22563 -1.77211 -0.04957
H -3.18090 1.20676 -0.87635
```

Calculated values
Energy above the lowest of the compared OMol25 structures with the same formula, charge and spin   2.621 eV
Total charge   0
HOMO level (alpha / beta)   -8.306 / -8.308 eV
HOMO-LUMO gap (alpha / beta)   8.5555 / 8.5568 eV
Strongest force on any atom   5.54 eV Å⁻¹
DFT total energy   -475.7608 a.u.
LUMO (alpha / beta)   0.25 / 0.25 eV

Atomic partial charges in e from the Löwdin method, atoms 1 to 8: C -0.203; C -0.103; N -0.458; P 0.582; H 0.071; H 0.046; H 0.098; H 0.039

(6)
Entry from OMol25: a 2-piece molecular cluster, C2H6NP overall (the ωB97M-V functional and the def2-TZVPD basis).

```
10
Properties=species:S:1:pos:R:3
C 1.28277 0.19636 -0.72807
C -1.23228 -0.54344 0.70761
N 0.89530 1.19481 0.10026
P 0.60776 -0.36215 0.97633
H -0.07924 -0.59706 -2.19315
H 1.97459 0.01365 -1.49352
H -1.52560 -1.15300 -0.12524
H -1.84349 0.30027 0.78022
H -1.47729 -1.13480 1.63184
H 1.39749 2.08536 0.34373
```

Calculated values
Energy above the lowest of the compared OMol25 structures with the same formula, charge and spin   4.011 eV
Total charge   0
HOMO level (alpha / beta)   -7.310 / -8.254 eV
HOMO-LUMO gap (alpha / beta)   7.4964 / 8.5556 eV
Strongest force on any atom   3.75 eV Å⁻¹
DFT total energy   -475.7097 a.u.
LUMO (alpha / beta)   0.19 / 0.30 eV

Atomic partial charges in e from the Löwdin method, atoms 1 to 8: C -0.415; C -0.356; N -0.279; P 0.887; H 0.046; H -0.015; H -0.003; H 0.006

(7)
Entry from OMol25: a 2-piece molecular cluster, C2H6NS overall (the ωB97M-V functional and the def2-TZVPD basis).

```
10
Properties=species:S:1:pos:R:3
C -0.49080 0.36378 -1.76376
C -0.86346 0.52011 -0.36046
N -1.66826 -0.20842 -1.07823
S 1.74952 -0.44746 2.47919
H -0.69707 1.15027 -2.48370
H 0.16828 -0.54530 -1.86619
H -0.88683 0.93325 0.64923
H -2.56147 -0.67695 -1.12769
H 2.84746 -0.00011 1.91842
H 2.40263 -1.08915 3.63321
```

Calculated values
Energy above the lowest of the compared OMol25 structures with the same formula, charge and spin   2.785 eV
Total charge   +1
HOMO level   -12.871 eV
HOMO-LUMO gap   6.8451 eV
Strongest force on any atom   4.00 eV Å⁻¹
DFT total energy   -532.3481 a.u.
LUMO   -6.03 eV

Atomic partial charges in e from the Löwdin method, atoms 1 to 8: C 0.023; C 0.139; N 0.177; S 0.388; H 0.133; H 0.151; H 0.159; H 0.191

(8)
Entry from OMol25: a 2-piece molecular cluster, C2H6NS overall (the ωB97M-V functional and the def2-TZVPD basis).

```
10
Properties=species:S:1:pos:R:3
C 2.53798 0.35955 1.56410
C -1.35695 0.33734 -1.20208
N -1.91507 -0.77745 -0.91042
S 0.96446 0.39780 1.36422
H 3.02316 -0.59256 1.51210
H 3.12212 1.33613 1.79940
H -0.30402 0.33202 -0.76146
H -1.75304 1.02974 -1.95977
H -2.85325 -1.05006 -1.11469
H -1.46538 -1.37251 -0.29140
```

Calculated values
Energy above the lowest of the compared OMol25 structures with the same formula, charge and spin   1.258 eV
Total charge   +1
HOMO level   -12.618 eV
HOMO-LUMO gap   6.8154 eV
Strongest force on any atom   2.48 eV Å⁻¹
DFT total energy   -532.4042 a.u.
LUMO   -5.80 eV

Atomic partial charges in e from the Löwdin method, atoms 1 to 8: C -0.529; C 0.165; N 0.216; S 0.631; H -0.002; H 0.066; H 0.043; H 0.143

(9)
Entry from OMol25: a 2-piece molecular cluster, C2H6O2 overall (the ωB97M-V functional and the def2-TZVPD basis).

```
10
Properties=species:S:1:pos:R:3
C -0.35089 1.22182 -1.33404
C -0.66370 0.02384 -0.77795
O 0.19284 -0.98658 -0.78407
H -0.95868 2.02170 -1.50443
H 0.64703 1.48140 -1.75641
H -1.50671 -0.11763 -0.03723
H 0.36511 -1.42165 0.19362
O 1.06735 -0.94068 2.16112
H 1.07881 -0.21723 1.48801
H 0.12884 -1.06499 2.35137
```

Calculated values
Energy above the lowest of the compared OMol25 structures with the same formula, charge and spin   1.768 eV
SMILES   C=CO.O
Total charge   0
HOMO level   -9.129 eV
HOMO-LUMO gap   9.6445 eV
Strongest force on any atom   4.63 eV Å⁻¹
DFT total energy   -230.2157 a.u.
LUMO   0.52 eV

Atomic partial charges in e from the Löwdin method, atoms 1 to 8: C 0.019; C -0.340; O -0.070; H 0.003; H 0.073; H 0.123; H 0.157; O -0.062

(10)
Entry from OMol25: a 2-piece molecular cluster, C2H6O2 overall (the ωB97M-V functional and the def2-TZVPD basis).

```
10
Properties=species:S:1:pos:R:3
C 0.38449 0.90342 -0.38629
C 0.49425 -0.52571 0.07926
O -1.51051 -0.27837 1.25379
O -0.21535 -0.84850 1.15151
H 1.03199 0.96276 -1.31641
H -0.68977 1.16505 -0.75202
H 0.75477 1.70197 0.35993
H 1.53257 -0.85538 0.27826
H 0.06956 -1.49449 -1.19527
H -1.85199 -0.73074 0.52724
```

Calculated values
Energy above the lowest of the compared OMol25 structures with the same formula, charge and spin   5.325 eV
Total charge   0
HOMO level   -9.573 eV
HOMO-LUMO gap   10.4203 eV
Strongest force on any atom   3.80 eV Å⁻¹
DFT total energy   -230.0849 a.u.
LUMO   0.85 eV

Atomic partial charges in e from the Löwdin method, atoms 1 to 8: C -0.137; C -0.363; O 0.031; O -0.159; H 0.080; H 0.096; H 0.106; H 0.112